(1)
The following is a DFT calculation (ωB97M-V/def2-TZVPD) of a single C6H14NP molecule.

Structure (XYZ):
```
22
Properties=species:S:1:pos:R:3:forces:R:3
P -0.0405 0.4411 -1.0547 2.3 -1.6 0.7
N -1.2728 0.9662 -1.9110 -0.8 1.1 -1.7
C -0.5958 -1.6712 2.0432 0.6 -1.3 -2.7
C -1.5878 -0.9769 1.0408 -0.2 -3.9 -1.8
C 2.7552 0.3899 -1.3783 -0.8 -0.7 -2.4
C -1.1870 1.3342 1.2933 -0.1 0.4 -0.3
C 1.4312 0.9946 -1.6737 -1.5 -1.4 0.9
C -0.9675 0.2701 0.5325 -0.6 0.9 1.1
H 1.5409 1.9818 -1.8904 -0.4 3.0 -0.6
H 3.2846 0.2868 -2.3405 -0.1 -0.3 0.1
H 2.5694 -0.5882 -1.0029 0.7 -0.8 0.8
H 3.3728 1.0506 -0.8631 1.0 0.6 1.8
H -1.7576 -1.8111 0.1399 0.2 2.2 2.1
H -1.0501 1.2562 -2.8580 -0.6 -0.1 0.3
H -1.8896 1.3494 2.1395 0.6 0.0 -0.3
H -0.6179 -1.1709 2.9653 0.4 0.7 1.2
H -2.1749 1.0509 -1.4971 -0.4 0.3 -0.2
H 0.0579 -0.9218 -1.2303 0.4 -0.9 0.1
H -0.6769 -2.7716 2.1796 -0.9 0.7 0.1
H -2.5758 -0.7492 1.4969 0.6 -0.3 -0.3
H 0.3975 -1.6761 1.5157 -0.5 0.7 0.9
H -0.7151 2.2385 0.9742 0.1 0.9 0.3
```
Positions in Å, forces in eV/Å.

Output
net charge	0
SMILES	C=C(CC)[P@@H](N)=CC
maximum force	0.0829	Eh/bohr
energy relative to the best compared isomer or geometry (same formula, charge and spin)	1.359	eV
frontier orbital gap	7.94	eV

***

(2)
The following is a DFT calculation (ωB97M-V/def2-TZVPD) of a single C6H14O molecule.

Structure (XYZ):
```
21
Properties=species:S:1:pos:R:3:forces:R:3
O 4.0552 -0.1799 0.2815 0.3 0.0 -0.1
C -3.4575 0.1734 0.4442 0.1 -0.1 0.2
C 1.6912 0.0283 0.3714 0.0 0.0 0.1
C -0.8577 0.2349 0.4762 0.0 -0.1 0.1
C 0.3736 -0.0295 -0.3937 0.0 0.0 -0.1
C -2.1477 0.0568 -0.3271 0.1 0.0 0.0
C 2.8896 -0.2544 -0.5168 -0.4 0.0 -0.2
H -2.1594 -0.9707 -0.7326 0.3 0.5 -0.3
H 0.2690 -1.0191 -0.8615 0.0 0.1 0.1
H 1.6842 -0.7022 1.1904 0.0 0.1 -0.1
H 2.9241 0.4794 -1.3398 0.0 -0.1 0.2
H 0.3989 0.6952 -1.2220 0.0 -0.1 0.1
H -2.1388 0.8056 -1.1376 -0.1 -0.5 0.0
H 1.8220 1.0161 0.8308 0.0 -0.1 -0.1
H 2.7860 -1.2524 -0.9754 0.0 0.1 0.1
H -4.2305 -0.3490 -0.1492 0.0 0.8 0.4
H -0.7720 1.2386 0.9243 -0.2 -0.2 -0.2
H -0.8710 -0.4700 1.3177 0.1 0.0 0.0
H 4.8144 -0.3570 -0.2852 0.0 0.0 0.2
H -3.6769 1.2191 0.7109 -0.3 -0.4 -0.4
H -3.3968 -0.3633 1.3936 0.1 -0.1 0.0
```
Positions in Å, forces in eV/Å.

Output
net charge	0
SMILES	CCCCCCO
maximum force	0.0172	Eh/bohr
energy relative to the best compared isomer or geometry (same formula, charge and spin)	0.471	eV
frontier orbital gap	11.31	eV

***

(3)
The following is a DFT calculation (ωB97M-V/def2-TZVPD) of 2 unconnected molecules or ions with the total composition C6H14O.

Structure (XYZ):
```
21
Properties=species:S:1:pos:R:3:forces:R:3
O 2.6242 1.4264 -1.7821 0.4 0.1 0.0
C -0.4945 -0.1716 0.1188 -0.4 -0.5 -0.9
C 0.5450 -0.1598 0.9436 -0.1 0.6 -0.1
C -1.0602 -1.4896 -0.3784 0.4 0.1 0.7
C -1.1399 1.0518 -0.4945 0.3 0.0 0.7
C -2.1143 -2.1052 0.5425 -0.2 -1.0 -0.4
C 1.2264 1.1054 1.3750 0.4 0.4 -0.3
H 1.4361 1.7224 0.5002 0.0 0.0 -0.1
H -3.1129 -1.6844 0.4271 0.1 0.4 0.1
H -1.2325 1.8441 0.2528 0.0 0.1 -0.2
H 1.7332 1.1966 -2.0299 -0.5 -0.1 -0.1
H -1.8373 -2.1234 1.5951 0.1 0.2 0.0
H 0.9673 -1.1116 1.2409 0.0 0.0 0.2
H -1.4920 -1.3754 -1.3623 -0.1 0.2 -0.4
H -2.2213 -3.1558 0.2351 -0.1 0.1 0.2
H -2.1251 0.8070 -0.8835 -0.1 0.0 0.0
H 2.2056 0.9309 1.8212 -0.1 -0.1 0.2
H 3.1115 0.6092 -1.9053 0.2 -0.1 0.0
H -0.2283 -2.1869 -0.5038 -0.1 -0.1 0.1
H 0.6563 1.7724 2.0263 -0.2 -0.4 0.2
H -0.5489 1.4352 -1.3311 0.0 0.1 0.0
```
Positions in Å, forces in eV/Å.

Output
net charge	0
SMILES	C/C=C(\C)CC.O
maximum force	0.0218	Eh/bohr
energy relative to the best compared isomer or geometry (same formula, charge and spin)	0.947	eV
frontier orbital gap	9.60	eV

***

(4)
The following is a DFT calculation (ωB97M-V/def2-TZVPD) of 2 unconnected molecules or ions with the total composition C6H14O.

Structure (XYZ):
```
21
Properties=species:S:1:pos:R:3:forces:R:3
O 3.2028 2.3763 0.1381 2.0 -3.7 -0.7
C -0.1383 -0.1839 1.4533 2.2 0.1 0.9
C -1.8300 -1.1693 -1.6790 -1.2 -1.7 -3.2
C 1.1639 -1.0482 1.3079 -0.4 0.0 -1.4
C -0.5742 -0.9468 -0.9645 2.2 1.4 -1.3
C -0.7528 0.1055 0.1408 0.5 1.3 -0.1
C -1.3360 1.3053 -0.0322 -0.4 -0.1 -2.3
H -2.3037 -0.2166 -1.9849 0.1 -0.7 0.1
H 2.3586 2.5805 0.3666 -4.4 0.0 1.1
H 3.5076 3.2225 0.1029 2.4 3.6 -0.4
H -0.8953 -0.7362 2.0045 0.1 0.0 0.6
H -0.1373 -1.9312 -0.7700 -0.4 0.3 1.0
H 0.2561 -0.5877 -1.7179 -1.5 -0.1 1.3
H 1.2722 -1.6461 2.1963 0.4 -0.4 0.2
H -2.5370 -1.7460 -1.0119 0.5 0.5 -1.1
H -1.4261 2.1502 0.6556 0.3 -0.8 0.3
H 1.1802 -1.6883 0.3550 -0.1 0.7 1.9
H -1.5333 -1.7888 -2.7243 -1.3 1.4 2.8
H -1.7445 1.5822 -1.0455 0.3 -0.4 1.1
H 0.2447 0.7538 2.0288 -1.4 -1.4 -0.9
H 2.0226 -0.3871 1.1803 0.0 0.0 0.3
```
Positions in Å, forces in eV/Å.

Output
net charge	0
SMILES	C=C(CC)CC.O
maximum force	0.0886	Eh/bohr
energy relative to the best compared isomer or geometry (same formula, charge and spin)	2.592	eV
frontier orbital gap	9.90	eV

***

(5)
The following is a DFT calculation (ωB97M-V/def2-TZVPD) of 2 unconnected molecules or ions with the total composition C6H14O.

Structure (XYZ):
```
21
Properties=species:S:1:pos:R:3:forces:R:3
O 1.1480 -1.5289 0.3913 0.2 0.0 0.3
C -0.5620 -2.3825 1.8063 -0.3 -0.1 0.0
C 0.8494 -1.8414 1.7426 0.1 0.0 0.0
C -3.1340 4.0813 -1.1199 -0.1 -0.2 -0.2
C 2.4618 -1.0129 0.2494 0.0 0.0 0.1
C -3.6668 3.3506 -2.1006 0.1 0.2 0.2
C 2.6986 -0.7073 -1.2133 0.1 0.1 -0.3
H 1.5730 -2.5890 2.1205 -0.2 0.2 -0.1
H -0.6526 -3.2915 1.1881 0.0 0.4 0.2
H 3.1953 -1.7555 0.6182 -0.2 0.2 -0.1
H 0.9487 -0.9318 2.3658 0.0 -0.2 -0.1
H -2.3376 3.6802 -0.4825 -0.3 0.2 -0.2
H -0.8275 -2.6364 2.8463 0.1 0.1 -0.4
H -4.4631 3.7517 -2.7379 0.3 -0.2 0.2
H 3.7143 -0.3029 -1.3598 -0.4 -0.1 0.0
H 2.5940 -1.6235 -1.8185 0.0 0.4 0.2
H -3.3234 2.3285 -2.2968 -0.2 0.4 0.0
H 1.9684 0.0371 -1.5728 0.3 -0.3 0.1
H 2.5710 -0.0983 0.8634 0.0 -0.2 -0.1
H -1.2782 -1.6309 1.4338 0.3 -0.3 0.1
H -3.4774 5.1034 -0.9236 0.2 -0.4 0.0
```
Positions in Å, forces in eV/Å.

Output
net charge	0
SMILES	CCOCC.C=C
maximum force	0.0091	Eh/bohr
energy relative to the best compared isomer or geometry (same formula, charge and spin)	1.732	eV
frontier orbital gap	10.77	eV

***

(6)
The following is a DFT calculation (ωB97M-V/def2-TZVPD) of 2 unconnected molecules or ions with the total composition C6H14O2.

Structure (XYZ):
```
22
Properties=species:S:1:pos:R:3:forces:R:3
O 0.9664 -0.5396 0.5390 0.0 -0.1 0.1
O 0.4706 1.4325 -0.5807 0.0 0.2 -0.3
C -2.0256 -0.8911 -0.7557 0.0 -0.1 0.2
C -2.3011 -1.1455 0.6865 0.0 0.0 0.0
C 2.2358 1.5214 0.9851 -0.4 -0.3 -0.1
C 1.8628 -1.0541 -0.4265 0.0 0.0 0.0
C 0.9085 0.8660 0.6155 0.0 0.2 0.6
C -2.3047 0.2344 -1.3915 -0.2 0.1 -0.2
H -1.3560 -1.3103 1.2051 0.0 0.0 0.1
H 2.8971 -1.0029 -0.0759 0.0 0.0 0.0
H 2.0554 2.5620 1.2373 0.0 0.1 0.0
H 0.1749 1.0366 1.4224 0.1 0.0 -0.2
H -1.5428 -1.7044 -1.2833 0.1 0.0 -0.2
H 1.5845 -2.0967 -0.5724 0.1 0.0 0.0
H -2.0850 0.3739 -2.4370 0.1 0.0 -0.2
H -2.8231 -0.3057 1.1438 0.0 0.0 0.0
H 2.9175 1.4837 0.1432 0.2 0.0 -0.1
H -2.9064 -2.0437 0.8041 0.0 -0.1 0.1
H 2.6768 1.0089 1.8382 0.0 0.0 0.0
H -2.7971 1.0571 -0.8967 -0.1 0.1 0.2
H 1.7696 -0.5122 -1.3713 0.0 -0.1 0.0
H -0.3781 1.0300 -0.8291 0.2 0.0 0.2
```
Positions in Å, forces in eV/Å.

Output
net charge	0
SMILES	CO[C@@H](C)O.C=CC
maximum force	0.0116	Eh/bohr
energy relative to the best compared isomer or geometry (same formula, charge and spin)	1.620	eV
frontier orbital gap	10.86	eV

***

(7)
The following is a DFT calculation (ωB97M-V/def2-TZVPD) of 4 unconnected molecules or ions with the total composition C6H14O2.

Structure (XYZ):
```
22
Properties=species:S:1:pos:R:3:forces:R:3
O 0.1712 0.4979 -2.6782 -0.3 0.2 0.7
O -0.1719 -0.4002 2.2173 -0.3 -0.4 -1.1
C 0.9718 -0.9911 -0.6620 1.0 0.0 -0.2
C -1.4944 -0.8379 -0.6774 2.0 -0.8 0.2
C -0.2567 -1.5716 -0.1576 0.0 0.8 -1.4
C -2.4989 -0.6783 0.1848 -0.7 -0.3 -0.5
C 2.0307 -0.6078 0.0944 -1.0 -0.1 0.8
C 0.6089 2.2615 0.4963 -0.8 -0.2 1.1
H 1.7206 -0.5195 1.1447 0.4 0.2 0.0
H -0.1313 -2.6469 -0.4114 -0.7 -0.2 0.6
H -3.3384 -0.0300 -0.0369 0.1 0.1 0.0
H -2.5733 -1.2761 1.0866 0.2 0.2 0.0
H 1.0283 -0.6647 -1.7284 -0.4 0.1 -0.1
H 0.1908 -0.5484 3.0926 0.2 -0.3 0.5
H 0.1005 3.0282 -0.0830 0.5 0.2 -0.1
H -0.1549 1.7828 1.1085 -0.3 -0.3 -0.2
H -0.2065 -1.5752 0.9865 0.2 0.5 1.0
H -0.0558 1.1784 -3.3203 0.3 -0.1 -0.4
H 1.0517 1.4767 -0.1025 0.1 0.4 -0.2
H 1.2711 2.6203 1.2863 0.4 0.4 -0.5
H -1.2222 -0.3463 -1.6246 -1.0 0.2 0.3
H 2.9584 -0.1520 -0.2159 0.1 -0.4 -0.3
```
Positions in Å, forces in eV/Å.

Output
net charge	0
maximum force	0.0425	Eh/bohr
energy relative to the best compared isomer or geometry (same formula, charge and spin)	11.302	eV
frontier orbital gap	3.97	eV

***

(8)
The following is a DFT calculation (ωB97M-V/def2-TZVPD) of a molecular structure, C6H14O2.

Structure (XYZ):
```
22
Properties=species:S:1:pos:R:3:forces:R:3
O 0.0965 0.1011 1.0330 -5.2 0.1 -4.4
O 2.0552 0.2061 1.8982 1.1 -0.8 -2.0
C 1.1221 -0.0378 0.2413 3.5 0.6 3.6
C -1.8581 -1.2478 -0.0827 -0.1 0.0 -0.2
C -1.1800 0.0724 -0.3146 0.1 -0.1 2.4
C 1.5602 -1.4251 -0.1641 0.1 0.2 0.5
C 1.6155 1.0863 -0.6434 -0.1 -0.2 0.2
C -1.9831 1.2897 0.0491 0.0 -0.1 0.0
H -0.7786 0.1427 -1.3275 0.7 0.0 0.4
H 1.7377 1.0165 2.3157 -0.2 0.0 -0.5
H 2.7038 1.0509 -0.6573 0.0 0.1 0.1
H 0.9660 -2.1878 0.3331 -0.1 0.1 0.0
H -2.8858 1.3349 -0.5694 0.1 0.0 0.0
H 1.5482 -1.5655 -1.2436 0.0 0.0 -0.1
H -2.2936 1.2400 1.0920 0.0 0.0 0.0
H 1.2746 2.0451 -0.2602 0.1 0.0 0.0
H 2.5769 -1.5361 0.2140 0.1 0.0 -0.2
H 1.2795 0.9569 -1.6740 -0.1 0.0 0.0
H -2.1060 -1.3727 0.9701 0.0 0.0 0.0
H -2.7847 -1.2868 -0.6661 0.0 0.1 0.0
H -1.2562 -2.0841 -0.4331 0.1 0.0 0.2
H -1.4099 2.2014 -0.1106 0.0 0.0 0.0
```
Positions in Å, forces in eV/Å.

Output
net charge	0
maximum force	0.1327	Eh/bohr
energy relative to the best compared isomer or geometry (same formula, charge and spin)	4.095	eV
frontier orbital gap	9.07	eV

***

(9)
The following is a DFT calculation (ωB97M-V/def2-TZVPD) of 3 unconnected molecules or ions with the total composition C6H14O2.

Structure (XYZ):
```
22
Properties=species:S:1:pos:R:3:forces:R:3
O 0.3113 -2.9782 1.5880 1.6 3.9 2.2
O 1.7410 -2.1394 -2.6574 1.7 -3.8 -1.7
C 1.1215 -0.2241 2.3453 1.9 3.5 -1.1
C -0.5086 1.8183 -2.0556 0.2 -1.8 -1.4
C -1.6229 2.1644 -1.0652 -0.4 0.5 -1.4
C -0.3006 1.1941 0.6961 1.1 -0.6 2.6
C -1.4758 1.2060 0.0641 0.5 1.1 -0.1
C -0.0333 0.3301 1.9388 -1.3 -0.8 -0.1
H -2.3913 0.6846 0.2442 0.1 -0.8 0.9
H -1.3984 3.1848 -0.6663 -0.5 -0.5 -0.6
H 0.5733 1.8785 0.4111 -1.5 -1.1 0.3
H 0.6421 -2.8793 0.7358 0.8 0.2 -2.3
H -0.3993 2.4849 -2.9330 -0.1 -0.3 0.5
H -0.1456 -3.7365 1.6467 -2.5 -4.2 0.1
H 1.2153 -1.4592 -2.3800 -1.2 3.0 1.4
H 1.2690 -0.9014 3.1012 -0.8 -1.7 1.9
H -0.4821 0.6865 -2.4285 -0.6 2.3 0.7
H -2.6471 2.1302 -1.5543 1.2 0.2 0.7
H 2.1882 0.2055 2.2095 -1.8 -0.5 -1.1
H -0.9736 0.0033 2.5353 1.5 0.3 -1.5
H 2.6854 -2.1175 -2.4771 -0.5 0.8 0.3
H 0.3632 1.8432 -1.4308 0.8 0.3 -0.4
```
Positions in Å, forces in eV/Å.

Output
net charge	0
SMILES	C=C/C=C/CC.O.O
maximum force	0.0955	Eh/bohr
energy relative to the best compared isomer or geometry (same formula, charge and spin)	3.742	eV
frontier orbital gap	9.30	eV

***

(10)
The following is a DFT calculation (ωB97M-V/def2-TZVPD) of a molecular structure, C6H14O3.

Structure (XYZ):
```
23
Properties=species:S:1:pos:R:3:forces:R:3
O -0.0063 -1.5796 -1.6816 0.5 -0.1 0.2
O -1.9390 -1.8451 -0.4330 -1.1 -0.6 0.0
O -0.2351 -3.3014 -0.2337 0.9 0.8 0.7
C -0.5641 -1.9778 -0.4958 -2.6 1.6 -0.7
C 0.1245 1.7881 -1.2120 -0.2 -0.2 0.0
C -1.3089 -0.7846 0.2890 0.7 -2.6 -0.5
C -0.3185 2.0911 1.2763 0.0 -0.1 0.0
C 1.5530 0.6495 0.4817 -0.2 2.3 -0.3
C 0.4706 1.4038 0.2000 1.2 0.0 0.3
H 1.9762 0.6722 1.4769 -0.3 -0.4 0.2
H -0.0108 1.7787 2.2728 0.0 0.0 0.0
H 0.6272 2.7207 -1.4842 0.1 -0.1 0.0
H 1.7553 -1.3012 0.6925 -0.5 -2.7 -0.2
H 2.2531 0.4151 -0.3075 -0.2 -0.4 -0.2
H -1.3712 -0.8690 1.3667 0.0 0.0 0.1
H -1.6749 0.1423 -0.1294 1.0 0.4 -0.1
H -0.1804 3.1725 1.2065 0.0 0.0 0.0
H -0.8269 -3.6270 0.4544 -0.1 0.1 -0.1
H 1.5759 -2.1076 0.6061 0.8 2.1 0.4
H 0.4076 1.0047 -1.9107 0.1 0.0 -0.1
H -0.9438 1.9768 -1.3244 -0.1 0.0 0.0
H 0.0264 -2.3441 -2.2730 0.0 0.0 0.1
H -1.3899 1.9220 1.1626 -0.1 -0.1 0.0
```
Positions in Å, forces in eV/Å.

Output
net charge	0
maximum force	0.0614	Eh/bohr
energy relative to the best compared isomer or geometry (same formula, charge and spin)	4.667	eV
frontier orbital gap	9.64	eV

***

(11)
The following is a DFT calculation (ωB97M-V/def2-TZVPD) of a molecular structure, C6H14O3Pm.

Structure (XYZ):
```
24
Properties=species:S:1:pos:R:3:forces:R:3
Pm 5.3773 7.6982 0.6977 1.7 0.2 -1.4
O 8.0964 5.6668 0.5916 1.7 5.9 3.8
O 5.5467 5.2379 0.8217 -1.1 1.0 0.8
O 4.0339 6.9007 2.2168 -0.7 -0.4 0.6
C 4.3114 4.7075 1.3643 0.0 -0.1 -0.1
C 3.9826 5.5235 2.5834 -0.2 -1.2 0.5
C 7.6720 4.7043 -0.0665 -0.5 -4.8 -3.8
C 6.2441 4.3719 -0.0194 0.8 -2.0 -1.5
C 3.5289 7.7816 3.2192 -0.4 0.4 1.0
C 9.4975 6.0631 0.6008 -0.5 -0.2 0.0
H 4.0941 7.6477 4.1539 -0.2 0.1 -0.3
H 4.7065 5.3370 3.3911 -0.2 0.1 -0.2
H 5.8719 4.3702 -1.0638 -0.5 0.1 0.4
H 9.8005 6.0390 1.6491 0.2 0.0 -0.3
H 9.5152 7.0812 0.2070 0.3 -0.2 0.0
H 8.3517 4.0949 -0.6773 -0.4 0.2 0.3
H 3.6543 8.8067 2.8521 -0.1 0.0 0.1
H 3.5281 4.7827 0.5964 0.1 -0.2 0.2
H 4.4483 3.6599 1.6614 0.0 0.2 -0.2
H 6.1877 3.3202 0.3247 -0.5 0.4 0.1
H 1.3197 2.6081 2.3987 0.0 0.0 0.0
H 10.0780 5.3701 -0.0146 0.0 0.2 0.1
H 2.4631 7.5718 3.3873 0.3 0.2 -0.1
H 2.9743 5.2592 2.9320 0.2 0.2 0.0
```
Positions in Å, forces in eV/Å.

Output
net charge	+2
maximum force	0.1400	Eh/bohr
2S+1	6
energy relative to the best compared isomer or geometry (same formula, charge and spin)	4.218	eV
frontier orbital gap (alpha / beta)	4.25 / 6.54	eV

***

(12)
The following is a DFT calculation (ωB97M-V/def2-TZVPD) of a molecular structure, C6H14O3V.

Structure (XYZ):
```
24
Properties=species:S:1:pos:R:3:forces:R:3
V 0.8585 1.0286 -0.4845 -1.5 -1.4 -0.7
O -1.5073 2.0665 2.7314 0.7 -0.2 -0.1
O 1.6850 -1.6154 0.2525 -1.1 0.7 -0.5
O 1.0770 1.2974 1.4297 0.2 0.4 1.0
C 2.1395 -0.8983 -0.8081 -0.1 -0.9 0.8
C 1.1891 0.2306 2.3680 -0.3 -2.6 -2.0
C -2.8398 1.8578 2.3322 -0.8 0.0 -0.2
C 0.6941 2.5810 1.9580 0.2 0.5 0.4
C -0.7814 2.8788 1.8509 -0.2 0.1 0.1
C 1.8873 -1.0767 1.5501 2.4 2.3 1.5
H 1.2524 3.3144 1.3622 0.0 0.0 0.3
H -3.3946 2.8105 2.2881 0.1 -0.3 0.1
H -3.3056 1.1906 3.0665 0.1 0.3 -0.2
H -2.8910 1.3736 1.3421 0.1 0.1 0.2
H 2.8570 -0.5645 1.4276 0.3 -0.6 0.4
H 1.9521 0.5379 3.0931 -0.3 -0.5 0.1
H 0.2211 -0.0889 2.7653 0.2 0.6 0.1
H 1.8048 -1.3431 -1.7506 0.2 0.2 0.3
H 3.1670 -0.5116 -0.7303 -0.3 0.1 0.1
H 1.0315 2.6280 3.0023 -0.1 0.1 -0.3
H -0.3229 -0.2480 0.0331 0.3 1.2 -0.8
H 1.9797 -1.9027 2.2664 -0.2 0.2 -0.4
H -0.9264 3.9470 2.0978 0.1 -0.2 -0.2
H -1.1214 2.7408 0.8067 0.0 0.0 0.1
```
Positions in Å, forces in eV/Å.

Output
net charge	+1
maximum force	0.0704	Eh/bohr
2S+1	5
energy relative to the best compared isomer or geometry (same formula, charge and spin)	3.997	eV
frontier orbital gap (alpha / beta)	8.48 / 7.10	eV

***

> Among the records above, which one has the highest maximum force?

C6H14O3Pm